The following is a DFT calculation (ωB97M-V/def2-TZVPD) of a cluster of 9 separate species, C20H59N3O9P in total at a distorted geometry.

- Total charge: +1
- HOMO level: -11.51 eV
- Kohn-Sham gap: 7.12 eV

Atoms and positions in Å:
O1 -1.536260 0.103101 4.220304
P1 -1.730337 1.257831 3.141156
N1 -0.364044 2.408168 3.323658
C1 0.305417 3.027524 2.295753
N2 -0.016344 2.908579 0.815696
C2 1.124727 2.086094 0.238988
C3 2.311222 1.715949 1.310866
C4 2.707705 2.937174 2.344162
N3 1.540252 3.889897 2.632681
H1 -1.642306 0.726814 1.782087
H2 -2.978394 1.982315 3.365745
H3 -0.036630 2.569981 4.323674
H4 -0.950398 2.478051 0.639865
H5 0.635001 1.049802 -0.094502
H6 1.563020 2.542849 -0.773355
H7 1.987505 0.711864 1.868644
H8 3.321080 1.426070 0.744249
H9 2.959999 2.430742 3.394040
H10 3.696524 3.512034 2.036183
H11 1.525369 4.187206 3.632464
C5 0.543072 -3.349549 3.556579
C6 1.507385 -2.770522 2.542095
O2 0.810110 -1.929648 1.635022
H12 -0.243349 -3.923581 3.055828
H13 1.064320 -4.004101 4.260753
H14 0.046313 -2.551656 4.118184
H15 1.985052 -3.570182 1.968176
H16 2.289433 -2.184330 3.034178
H17 0.396550 -1.218190 2.153486
C7 1.470274 -7.673370 3.180041
C8 2.360511 -6.695329 2.441620
O3 2.954115 -5.790459 3.360798
H18 0.686036 -7.141364 3.728370
H19 1.001248 -8.375312 2.484851
H20 2.046523 -8.240274 3.918525
H21 1.776728 -6.115620 1.720413
H22 3.155064 -7.218831 1.901255
H23 3.477001 -6.314345 3.991784
C9 1.286583 0.281728 -4.117815
C10 2.197434 1.479728 -4.289559
O4 2.504612 2.041159 -3.022089
H24 0.360150 0.572226 -3.611794
H25 1.036491 -0.160083 -5.086450
H26 1.763859 -0.481606 -3.494654
H27 1.708130 2.249051 -4.894316
H28 3.131505 1.194886 -4.783259
H29 2.946265 1.352759 -2.495726
C11 5.191380 -0.241740 -8.143090
C12 4.600898 -0.428810 -6.760815
O5 3.223808 -0.083022 -6.770764
H30 5.076786 0.795866 -8.473193
H31 6.254079 -0.499806 -8.151412
H32 4.670602 -0.867987 -8.874807
H33 5.109436 0.214970 -6.036977
H34 4.700034 -1.466794 -6.428963
H35 2.779743 -0.665905 -7.410343
C13 -3.577221 5.794483 3.994788
C14 -2.220151 6.458693 3.887391
O6 -1.235607 5.655802 4.521490
H36 -3.849154 5.642459 5.044390
H37 -4.348477 6.403254 3.514621
H38 -3.563342 4.806460 3.523173
H39 -2.232315 7.436002 4.379044
H40 -1.935370 6.602426 2.840680
H41 -1.226850 4.793191 4.072229
C15 -2.803537 -9.607528 1.426240
C16 -1.446467 -8.943318 1.318844
O7 -0.461923 -9.746209 1.952943
H42 -3.075471 -9.759552 2.475842
H43 -3.574793 -8.998758 0.946073
H44 -2.789659 -10.595551 0.954625
H45 -1.458631 -7.966008 1.810496
H46 -1.161686 -8.799585 0.272132
H47 -0.453166 -10.608820 1.503681
C17 -4.604768 6.466245 -0.148303
C18 -3.446746 5.499562 -0.010974
O8 -3.660771 4.640885 1.099391
H48 -4.716018 7.065041 0.761526
H49 -4.452950 7.138582 -0.997368
H50 -5.546072 5.925407 -0.290580
H51 -2.511613 6.043278 0.153049
H52 -3.337053 4.888158 -0.911818
H53 -4.489051 4.156533 0.940121
C19 -2.183607 2.756540 -5.119684
C20 -2.926113 1.663811 -4.378752
O9 -2.112265 1.144363 -3.337663
H54 -1.250937 2.369291 -5.542634
H55 -2.795859 3.164527 -5.928815
H56 -1.911067 3.569784 -4.439128
H57 -3.177090 0.843386 -5.057661
H58 -3.853598 2.046320 -3.941920
H59 -1.901888 1.878843 -2.735758

Atoms 1-6, force components in eV/Å:
O -0.473 4.283 -3.879
P 0.263 -4.598 4.190
N 0.198 1.443 -1.646
C 1.126 1.296 -0.587
N 1.141 -0.613 4.909
C 1.291 -1.823 -2.171

=====

The following is a DFT calculation (ωB97M-V/def2-TZVPD) of a cluster of 11 separate species, C20H59O18P in total at a distorted geometry.

- SMILES: CCCO[C@]1(O)OC(=O)O[C@@]1([C@@H](C)CC)P(=O)(O)O.CO.CO.CO.CO.CO.CO.CO.CO.CO.CO
- HOMO level: -9.88 eV
- Kohn-Sham gap: 9.91 eV

Atoms and positions in Å:
C1 2.385083 1.818504 0.166429
C2 2.982519 0.422674 -0.278122
C3 3.140587 -0.453902 1.020539
O1 1.843956 -0.941211 1.430633
C4 1.579148 -2.244456 0.996656
O2 2.257502 -3.110442 1.898548
O3 2.109768 -2.669098 -0.288320
C5 1.672586 -4.028001 -0.278492
O4 2.310908 -4.996255 -0.526624
O5 0.331707 -3.937394 0.141428
C6 0.055310 -2.613507 0.677580
C7 -0.433186 -1.643744 -0.476142
C8 -0.591278 -2.369335 -1.878823
C9 -1.777094 -0.856324 -0.175813
C10 -1.493107 0.632030 0.342391
P1 -0.873991 -2.701265 2.297138
O6 -0.227228 -3.628937 3.277506
O7 -0.967594 -1.214415 3.084364
O8 -2.428020 -3.357568 2.043940
H1 2.067652 2.461988 -0.689687
H2 1.516284 1.621722 0.852748
H3 3.162232 2.336085 0.797851
H4 2.378018 -0.076388 -1.081274
H5 4.007359 0.584401 -0.727679
H6 3.540812 0.220191 1.826224
H7 3.903090 -1.254396 0.842694
H8 3.215147 -3.115143 1.718359
H9 0.363703 -0.862531 -0.613398
H10 0.456094 -2.625612 -2.203967
H11 -0.966883 -1.608246 -2.617818
H12 -1.247197 -3.272126 -1.845025
H13 -2.513348 -1.404538 0.463465
H14 -2.282247 -0.715101 -1.172499
H15 -2.066942 1.351930 -0.334832
H16 -0.417593 0.922989 0.253122
H17 -1.860441 0.810455 1.383906
H18 -1.918559 -1.099089 3.293044
H19 -3.071230 -2.664917 2.289860
C11 -3.030623 -7.089465 1.065443
O9 -2.400942 -6.155322 0.201117
H20 -3.885606 -7.521690 0.546774
H21 -2.329601 -7.885546 1.329847
H22 -3.375841 -6.585272 1.972030
H23 -1.650651 -5.787808 0.682125
C12 -2.067657 4.624774 -1.688758
O10 -1.726522 3.244350 -1.580808
H24 -2.354575 4.992526 -0.705433
H25 -1.204413 5.191816 -2.049363
H26 -2.904673 4.744996 -2.375527
H27 -1.476551 2.946858 -2.463406
C13 1.060831 4.732639 2.994118
O11 1.867130 3.604396 2.681202
H28 1.223624 5.498350 2.236391
H29 0.005314 4.447855 2.997055
H30 1.338973 5.130519 3.973805
H31 1.709725 2.940223 3.364000
C14 4.737596 2.057476 4.381794
O12 3.350622 1.810062 4.202751
H32 4.864243 3.096224 4.680428
H33 5.139704 1.405669 5.161095
H34 5.267259 1.883718 3.441349
H35 3.249925 0.887993 3.936923
C15 -5.608906 4.264535 -1.091843
O13 -4.991345 5.427834 -1.624140
H36 -5.061317 3.389192 -1.440346
H37 -5.582222 4.294348 0.000882
H38 -6.645038 4.201423 -1.434415
H39 -5.491600 6.190607 -1.302589
C16 -0.126920 -5.907093 -4.107126
O14 0.239292 -5.098137 -2.997429
H40 -1.063232 -5.530873 -4.517215
H41 0.648046 -5.859189 -4.876647
H42 -0.265259 -6.942182 -3.785020
H43 1.069130 -5.448295 -2.650037
C17 -3.903609 8.697344 -0.948232
O15 -5.162509 8.325206 -0.396879
H44 -3.927923 8.517741 -2.021660
H45 -3.715537 9.757762 -0.763927
H46 -3.108226 8.096854 -0.500343
H47 -5.119036 8.491607 0.551696
C18 -4.739865 -1.461429 -3.455320
O16 -3.346942 -1.717270 -3.327106
H48 -4.896083 -0.383619 -3.457371
H49 -5.112062 -1.880848 -4.393382
H50 -5.279449 -1.902117 -2.613085
H51 -3.230229 -2.674898 -3.326999
C19 4.827495 -7.432489 -1.936891
O17 5.474851 -6.286737 -2.473760
H52 5.349282 -8.323271 -2.283617
H53 4.858365 -7.398737 -0.845106
H54 3.789731 -7.466238 -2.278223
H55 4.996268 -5.512978 -2.153405
C20 5.078765 5.436484 1.629306
O18 4.937115 5.131247 3.008865
H56 5.907093 6.133782 1.510909
H57 5.291970 4.524709 1.064624
H58 4.162302 5.898361 1.252812
H59 4.196787 4.512990 3.088153

Atoms 1-6, force components in eV/Å:
C 0.263 -0.784 0.339
C 0.465 0.686 0.274
C 0.618 0.947 -1.108
O -0.226 -0.847 -1.641
C 1.541 -0.016 1.051
O -1.085 -0.099 0.182